The following is a DFT calculation (wB97M-V/def2-TZVPD) of a molecular structure, C15H24F5HfN3OPS in a non-equilibrium geometry.

Values from the calculation:
* net charge: +3
* HOMO: -17.6 eV
* DFT total energy: -57457.7315 eV

Element x y z (Å)
Hf -0.221 0.115 0.277
C 0.115 1.634 2.886
C -1.106 2.298 2.185
N -1.789 1.401 1.159
C -2.883 0.519 1.748
C -2.870 -0.904 1.185
N -1.494 -1.530 1.172
C -0.923 -1.975 2.488
C -0.422 -0.802 3.319
N 0.341 0.195 2.473
H 1.012 2.188 2.629
H -0.006 1.670 3.966
H -1.849 2.607 2.916
H -0.774 3.186 1.654
H -2.234 2.027 0.488
H -2.754 0.519 2.824
H -3.855 0.968 1.551
H -3.559 -1.521 1.762
H -3.220 -0.905 0.153
H -1.567 -2.359 0.586
H -1.647 -2.556 3.060
H -0.095 -2.642 2.244
H -1.236 -0.273 3.806
H 0.216 -1.182 4.116
H 1.333 0.015 2.623
F 6.350 -1.141 -0.235
C 5.228 -0.472 -0.269
C 4.025 -1.136 -0.048
F 3.987 -2.430 0.195
C 2.887 -0.376 -0.102
F 1.652 -1.059 0.142
C 2.815 0.979 -0.339
S 1.290 1.917 -0.378
C 4.033 1.606 -0.555
F 4.073 2.899 -0.804
C 5.228 0.892 -0.522
F 6.360 1.513 -0.731
C -0.082 -1.650 -3.848
P -1.106 -0.431 -3.090
C -2.805 -0.770 -3.425
C -0.681 1.173 -3.685
O -0.879 -0.497 -1.500
H -0.297 -1.665 -4.920
H -0.299 -2.635 -3.433
H 0.972 -1.406 -3.707
H -2.965 -0.725 -4.506
H -3.445 -0.023 -2.952
H -3.066 -1.771 -3.080
H -0.809 1.181 -4.772
H 0.358 1.405 -3.450
H -1.340 1.928 -3.254

Cartesian forces (eV/Å) of the 6 atoms listed first:
Hf 0.688 0.065 -1.426
C -0.136 -0.255 0.027
C -0.096 -0.246 -0.012
N -0.152 0.074 0.404
C 0.138 0.015 0.013
C 0.228 -0.038 0.152

natural (NBO) population analysis, charges in e, atoms 1 to 8: Hf 2.39; C -0.25; C -0.24; N -0.78; C -0.25; C -0.26; N -0.75; C -0.25

The following is a DFT calculation (wB97M-V/def2-TZVPD) of a molecular structure, C15H24IrN6O3S2Si in a non-equilibrium geometry.

Values from the calculation:
* net charge: +1
* HOMO (alpha / beta): -10.7 / -10.7 eV
* DFT total energy: -63409.7077 eV

Element x y z (Å)
Ir -0.140 0.363 -0.437
N -1.779 6.749 -4.336
C -1.101 5.924 -3.491
C -1.004 6.232 -2.122
C -0.331 5.396 -1.265
C 0.270 4.238 -1.765
C 0.191 3.917 -3.117
C -0.479 4.761 -3.975
S 0.920 3.107 -0.634
O 1.689 3.735 0.385
O 1.539 2.019 -1.382
N -0.416 2.303 -0.041
C -0.922 2.199 1.252
N -1.109 3.187 2.084
C -1.694 2.845 3.241
C -2.092 1.549 3.537
C -1.830 0.578 2.590
N -1.239 0.915 1.448
H -2.293 7.533 -3.980
H -1.911 6.500 -5.298
H -1.462 7.141 -1.749
H -0.260 5.627 -0.208
H 0.659 3.013 -3.483
H -0.526 4.536 -5.034
H -1.851 3.652 3.948
H -2.573 1.302 4.471
H -2.089 -0.463 2.730
C -3.127 -0.764 -3.108
Si -2.052 -1.912 -2.125
C -3.015 -2.589 -0.693
C -1.384 -3.254 -3.222
O -0.716 -1.097 -1.569
H -3.959 -1.306 -3.568
H -2.554 -0.282 -3.906
H -3.546 0.020 -2.469
H -3.793 -3.280 -1.028
H -3.499 -1.774 -0.146
H -2.356 -3.124 -0.002
H -2.179 -3.910 -3.588
H -0.657 -3.872 -2.684
H -0.890 -2.816 -4.096
C 2.734 -1.334 -3.749
N 2.057 -1.242 -2.464
C 2.625 -0.821 -1.367
N 3.909 -0.469 -1.358
S 1.776 -0.804 0.178
H 2.182 -2.030 -4.373
H 3.744 -1.723 -3.625
H 2.776 -0.366 -4.254
H 1.034 -1.428 -2.419
H 4.408 -0.282 -2.211
H 4.296 -0.102 -0.505

Cartesian forces (eV/Å) of the 6 atoms listed first:
Ir -1.165 0.571 1.681
N 0.112 -0.074 0.078
C -0.046 0.042 -0.069
C -0.025 0.099 -0.015
C 0.133 -0.071 -0.039
C -0.302 0.099 0.153

natural (NBO) population analysis, charges in e, atoms 1 to 8: Ir 1.19; N -0.77; C 0.22; C -0.26; C -0.16; C -0.38; C -0.16; C -0.27

The following is a DFT calculation (wB97M-V/def2-TZVPD) of a molecular structure, C15H24MnN4OS4.

Values from the calculation:
* net charge: +2
* HOMO (alpha / beta): -14.3 / -14.3 eV
* DFT total energy: -98603.3721 eV
* 2S+1: 6

Element x y z (Å)
Mn -0.334 0.202 0.128
C -0.346 3.116 -2.115
C 0.955 2.670 -1.530
N 1.083 1.685 -0.672
C 2.400 1.490 -0.286
C 3.274 2.340 -0.868
S 2.443 3.417 -1.902
C 2.655 0.420 0.686
C 3.830 -0.021 1.188
S 3.555 -1.314 2.270
C 1.871 -1.204 2.018
N 1.547 -0.258 1.167
C 0.881 -2.089 2.704
H -1.162 2.529 -1.700
H -0.348 3.005 -3.200
H -0.530 4.166 -1.892
H 4.343 2.401 -0.738
H 4.831 0.327 0.981
H 0.863 -1.897 3.777
H 1.131 -3.142 2.567
H -0.115 -1.911 2.305
S -2.378 0.902 1.103
C -2.236 1.950 2.450
N -3.292 2.463 3.056
C -2.937 3.337 4.185
C -1.394 3.241 4.202
N -1.124 2.367 3.049
H -4.235 2.287 2.753
H -3.384 2.971 5.105
H -3.287 4.350 4.004
H -1.022 2.791 5.119
H -0.920 4.210 4.070
H -0.207 2.073 2.764
C 0.962 -2.938 -4.542
C 0.145 -2.017 -3.641
S 0.403 -2.432 -1.914
O -0.370 -1.358 -1.131
C -0.612 -3.905 -1.743
C -2.066 -3.735 -2.151
H 0.819 -2.643 -5.580
H 0.650 -3.978 -4.454
H 2.026 -2.875 -4.317
H -0.924 -2.058 -3.841
H 0.474 -0.980 -3.701
H -0.506 -4.151 -0.686
H -0.088 -4.676 -2.314
H -2.481 -2.803 -1.769
H -2.647 -4.554 -1.730
H -2.195 -3.768 -3.231

Cartesian forces (eV/Å) of the 6 atoms listed first:
Mn 0.761 0.014 -0.073
C 0.089 -0.016 0.012
C 0.048 0.081 0.036
N -0.235 -0.156 0.003
C -0.161 -0.138 0.079
C 0.155 0.145 -0.019

natural (NBO) population analysis, charges in e, atoms 1 to 8: Mn 1.51; C -0.67; C 0.09; N -0.63; C 0.15; C -0.42; S 0.56; C 0.07

The following is a DFT calculation (wB97M-V/def2-TZVPD) of C15H24N2O in the gas phase.

Values from the calculation:
* net charge: 0
* HOMO: -9.0 eV
* DFT total energy: -20970.0964 eV
* structure (SMILES): CC[C@](C)(C#CCN1CCCCC1)OCCC#N

Element x y z (Å)
C 0.917 3.468 -0.282
C 1.069 2.753 -1.618
C 0.034 1.629 -1.851
C -1.394 2.177 -1.928
C 0.115 0.655 -0.767
C 0.214 -0.175 0.094
C 0.314 -1.144 1.170
N -0.703 -0.913 2.183
C -0.520 0.363 2.848
C -1.698 0.648 3.773
C -1.826 -0.463 4.809
C -1.943 -1.800 4.085
C -0.754 -1.994 3.149
O 0.280 1.033 -3.135
C 1.276 0.048 -3.217
C 0.660 -1.367 -3.191
C 1.684 -2.374 -3.211
N 2.511 -3.163 -3.219
H 1.729 4.179 -0.151
H -0.022 4.013 -0.232
H 0.949 2.753 0.538
H 2.068 2.313 -1.675
H 0.973 3.465 -2.440
H -1.693 2.598 -0.972
H -1.449 2.939 -2.700
H -2.076 1.370 -2.185
H 1.339 -1.102 1.591
H 0.162 -2.146 0.754
H -0.454 1.138 2.080
H 0.421 0.377 3.434
H -2.609 0.694 3.175
H -1.553 1.614 4.259
H -2.700 -0.295 5.441
H -0.941 -0.470 5.451
H -1.980 -2.623 4.800
H -2.860 -1.812 3.494
H -0.864 -2.937 2.607
H 0.178 -2.048 3.744
H 1.794 0.201 -4.170
H 2.005 0.140 -2.403
H 0.066 -1.482 -2.279
H 0.005 -1.495 -4.056

Cartesian forces (eV/Å) of the 6 atoms listed first:
C 0.047 -0.075 -0.172
C -0.111 -0.133 0.023
C -0.056 0.591 -0.166
C 0.260 -0.131 -0.084
C 0.125 -0.541 0.167
C -0.024 0.419 -0.324

natural (NBO) population analysis, charges in e, atoms 1 to 8: C -0.61; C -0.40; C 0.20; C -0.60; C -0.05; C 0.02; C -0.29; N -0.43

The following is a DFT calculation (wB97M-V/def2-TZVPD) of a molecular structure, C15H25CeN6O2S in a non-equilibrium geometry.

Values from the calculation:
* net charge: +3
* HOMO (alpha / beta): -17.3 / -17.3 eV
* DFT total energy: -52737.3821 eV

Element x y z (Å)
Ce -0.312 -0.143 -0.256
C -0.130 2.058 1.169
C -1.260 2.297 0.351
C -2.277 1.396 0.734
C -1.774 0.584 1.786
C -0.454 1.016 2.068
H 0.751 2.681 1.223
H -1.375 3.125 -0.333
H -3.314 1.454 0.438
H -2.384 -0.006 2.456
H 0.139 0.704 2.915
N 0.803 -2.088 -1.708
C 1.512 -2.904 -0.678
C 2.685 -3.766 -1.175
C 3.925 -3.082 -1.771
C 4.926 -2.377 -0.845
N 5.523 -3.330 0.095
C 5.924 -3.118 1.348
N 6.409 -4.135 2.056
N 5.920 -1.897 1.885
C 1.958 -1.984 0.472
O 2.497 -2.442 1.434
O 1.692 -0.683 0.289
H 0.396 -2.711 -2.399
H 1.498 -1.546 -2.219
H 0.783 -3.599 -0.257
H 2.275 -4.418 -1.949
H 2.985 -4.406 -0.344
H 3.626 -2.368 -2.544
H 4.488 -3.862 -2.287
H 4.467 -1.547 -0.304
H 5.714 -1.962 -1.474
H 5.703 -4.248 -0.282
H 6.454 -5.068 1.681
H 6.756 -4.001 2.991
H 5.451 -1.138 1.425
H 6.059 -1.790 2.878
C -3.303 -2.270 -2.471
N -3.903 -0.946 -2.552
C -5.262 -0.687 -2.610
C -5.410 0.649 -2.725
N -4.141 1.181 -2.726
C -3.221 0.213 -2.616
S -1.510 0.444 -2.720
H -4.086 -3.018 -2.553
H -2.798 -2.408 -1.515
H -2.593 -2.403 -3.283
H -6.000 -1.471 -2.580
H -6.300 1.249 -2.811
H -3.920 2.159 -2.856

Cartesian forces (eV/Å) of the 6 atoms listed first:
Ce 0.350 -0.095 -0.939
C -0.354 0.152 0.241
C -0.043 0.069 0.323
C 0.083 0.099 0.399
C -0.066 0.792 0.342
C -0.315 0.215 0.225

Mulliken population analysis, charges in e, atoms 1 to 8: Ce 1.01; C -0.51; C -0.40; C -0.24; C -0.76; C -0.39; H 0.55; H 0.49

The following is a DFT calculation (wB97M-V/def2-TZVPD) of 6 unconnected molecules or ions with the total composition C15H25Cl3O18S3 in a non-equilibrium geometry.

Values from the calculation:
* net charge: 0
* HOMO: -10.9 eV
* DFT total energy: -122886.2338 eV
* structure (SMILES): C[C@H]1COC(=O)O1.C[C@H]1COC(=O)O1.O=S1(=O)OCCO1.O=S1(=O)OCCO1.O=S1(=O)OCCO1.ClC(Cl)Cl

Element x y z (Å)
C -0.617 0.482 -4.766
C -1.886 0.139 -4.017
C -2.631 1.370 -3.484
O -3.899 1.335 -4.145
C -3.938 0.330 -5.045
O -4.859 0.118 -5.769
O -2.815 -0.398 -4.982
H -0.257 -0.385 -5.318
H 0.185 0.922 -4.177
H -0.856 1.242 -5.517
H -1.767 -0.627 -3.254
H -2.115 2.313 -3.666
H -2.871 1.346 -2.420
C 2.284 -1.348 4.499
C 2.909 -0.096 5.088
C 2.559 1.188 4.329
O 2.259 2.123 5.374
C 2.105 1.468 6.542
O 1.762 1.979 7.560
O 2.371 0.151 6.393
H 1.206 -1.381 4.654
H 2.732 -2.203 5.011
H 2.458 -1.465 3.431
H 3.986 -0.220 5.210
H 1.684 1.039 3.697
H 3.383 1.602 3.754
O 7.014 -0.795 -0.173
S 6.719 -1.665 -1.256
O 7.388 -1.521 -2.501
O 6.863 -3.192 -0.752
C 5.626 -3.909 -0.749
C 4.542 -2.831 -0.851
O 5.142 -1.720 -1.524
H 5.644 -4.589 -1.600
H 5.540 -4.439 0.195
H 4.256 -2.524 0.156
H 3.666 -3.092 -1.433
O 0.014 2.584 2.132
S -1.185 2.981 1.467
O -1.646 2.213 0.361
O -2.389 3.134 2.498
C -2.508 4.484 2.969
C -2.040 5.308 1.782
O -1.033 4.553 1.133
H -3.548 4.665 3.230
H -1.927 4.609 3.885
H -1.645 6.293 2.023
H -2.903 5.496 1.133
O -2.477 -0.888 -0.871
S -3.754 -1.498 -0.740
O -4.519 -1.301 0.445
O -4.600 -1.220 -2.063
C -4.994 -2.400 -2.775
C -4.768 -3.523 -1.749
O -3.611 -3.087 -1.024
H -6.050 -2.267 -2.998
H -4.419 -2.507 -3.693
H -4.548 -4.508 -2.141
H -5.615 -3.514 -1.058
Cl 1.176 -1.611 -1.236
C 0.767 -0.054 -0.450
Cl 1.134 1.268 -1.545
Cl 1.620 0.118 1.075
H -0.304 -0.077 -0.284

Cartesian forces (eV/Å) of the 6 atoms listed first:
C -0.024 0.236 -0.612
C 0.064 0.333 -0.121
C -0.444 -0.028 0.793
O 0.086 0.186 -0.485
C -0.097 0.388 0.385
O -0.012 -0.175 -0.042

natural (NBO) population analysis, charges in e, atoms 1 to 8: C -0.63; C 0.06; C -0.10; O -0.49; C 0.97; O -0.59; O -0.50; H 0.23